Entry 1:
This record from the Open Molecules 2025 dataset describes a structure of composition C15H15Cl2CrF5O15 at a distorted geometry. The level of theory is ωB97M-V with the def2-TZVPD basis set.

## Properties
**Gap between HOMO and LUMO (spin up / spin down)**: 7.382 / 4.827 eV
**Electronic energy**: -113548.2261 eV
**2S+1**: 5
**Charge**: +2
**E_HOMO (spin up / spin down)**: -15.6 / -15.8 eV

```
53
Properties=species:S:1:pos:R:3:forces:R:3
Cr 0.17709 0.26401 0.22983 2.423 -2.979 0.530
Cl 1.24545 -1.80675 0.13676 -0.978 1.310 0.175
Cl -0.66156 2.50681 0.18032 -0.270 0.642 0.045
C -4.05197 -2.20253 -2.79589 -0.679 -0.059 -0.169
C -4.91021 -1.82599 -1.55606 -0.763 1.036 -3.944
O -4.03949 -1.06781 -0.79092 0.228 0.863 1.588
C -2.79766 -1.08592 -1.27955 2.500 -0.828 0.940
O -1.75342 -0.76955 -0.66412 -3.140 -0.044 -1.467
O -2.80489 -1.64989 -2.47355 2.113 0.122 0.475
F -5.34034 -2.90968 -0.97593 -0.011 -1.992 1.891
H -4.25487 -1.81289 -3.79344 -0.851 0.216 0.336
H -4.06199 -3.28932 -2.87888 0.571 -0.060 0.176
H -5.82554 -1.33038 -1.87954 0.279 0.969 0.486
C 2.30479 0.07587 5.46320 2.245 0.735 1.470
C 3.67459 0.05978 4.66723 -1.754 -0.664 1.249
O 3.20675 0.44378 3.40417 -0.384 0.289 -1.307
C 1.85858 0.40433 3.31944 -0.622 0.252 -2.400
O 1.23054 0.59972 2.25179 1.426 -0.326 2.406
O 1.32242 0.17315 4.50000 -1.447 -0.195 -2.161
F 4.17815 -1.19830 4.60791 -0.011 0.197 -0.212
H 2.25590 1.01090 6.02126 0.100 -0.169 0.401
H 2.13311 -0.78168 6.11377 0.178 0.025 -0.217
H 4.44466 0.73413 5.04184 -0.126 -0.006 -0.237
C -0.95047 0.71563 -5.41102 0.504 0.211 0.400
C 0.44621 1.28368 -5.37809 -0.542 0.275 -0.367
O 1.04997 0.67221 -4.23592 0.306 0.497 0.154
C 0.06704 0.38806 -3.36982 -0.789 0.073 2.541
O 0.18895 0.28514 -2.11555 -0.141 0.415 -4.214
O -1.09047 0.30227 -4.04789 -0.173 -0.516 1.645
F 0.33815 2.63761 -5.13778 0.659 -0.674 -0.165
H -1.00939 -0.10880 -6.12161 -0.327 -0.135 0.328
H -1.67716 1.50843 -5.58851 0.008 -0.248 -0.193
H 0.96574 1.04456 -6.30600 0.650 0.470 0.425
C -2.86917 -1.80649 4.39800 -0.796 -1.715 -0.981
C -3.86688 -0.77716 3.97326 -0.180 -0.906 -0.169
O -3.29291 -0.28783 2.75296 0.110 0.606 0.098
C -1.98316 -0.56246 2.75375 0.058 -0.509 -0.673
O -1.21201 -0.18017 1.87522 -0.782 -0.189 0.929
O -1.69364 -1.38602 3.75592 2.276 1.386 -0.781
F -3.88577 0.15478 4.91245 -0.277 1.624 0.453
H -3.07870 -2.72484 3.84951 -0.442 -0.453 0.639
H -2.76796 -1.97345 5.47037 0.173 0.300 -0.245
H -4.87582 -1.13697 3.77160 0.103 0.143 -0.117
C 4.60338 1.49430 -2.62341 0.585 0.952 1.931
C 5.19033 2.25476 -1.36710 -1.070 0.835 -3.463
O 4.00616 2.32292 -0.56275 0.634 1.945 1.842
C 3.22719 1.34184 -0.86338 -2.845 -0.821 1.461
O 2.14523 1.05962 -0.27890 1.505 1.099 -0.797
O 3.72122 0.68982 -1.83489 -0.825 -3.920 -2.328
F 5.51437 3.50689 -1.79370 0.241 -0.666 1.203
H 5.38609 1.01073 -3.20789 -0.504 -0.644 0.295
H 3.89370 2.04421 -3.24152 0.729 0.676 -0.147
H 5.97945 1.68473 -0.87674 0.127 0.558 0.244
```
Forces are in eV/Å.

---

Entry 2:
This record from the Open Molecules 2025 dataset describes a structure of composition C20H56N5O6Sr at a distorted geometry. The level of theory is ωB97M-V with the def2-TZVPD basis set.

## Properties
**Energy above the lowest of the compared OMol25 structures with the same formula, charge and spin**: 9.033 eV
**Gap between HOMO and LUMO**: 4.726 eV
**Electronic energy**: -42204.5819 eV
**Charge**: +1
**E_HOMO**: -10.4 eV

```
88
Properties=species:S:1:pos:R:3:forces:R:3
Sr 0.23085 1.67444 -3.48258 0.080 -0.085 2.695
O 0.47208 -0.15185 -0.55560 -0.095 0.638 -1.154
H 0.37059 -0.01205 0.40601 0.000 0.302 -0.834
C 5.03011 -2.56315 -0.08065 1.167 -0.112 0.876
C 5.22912 -2.11504 -1.51511 -1.053 -1.696 -1.313
C 4.66589 -3.11520 -2.55450 1.577 -1.017 -0.287
O 5.54319 -4.22229 -2.67307 0.465 0.024 0.945
C 5.20035 -5.19607 -3.61601 -0.348 -0.649 0.916
N 4.48024 -0.93158 -1.75446 -1.154 1.939 0.165
H 5.38573 -3.57731 0.10134 0.196 -0.024 -0.279
H 4.05616 -2.52582 0.40733 -0.495 0.237 -0.852
H 5.64170 -1.90710 0.53874 0.134 -0.013 0.139
H 6.27635 -1.95718 -1.77293 0.093 -0.048 0.336
H 4.66941 -2.70920 -3.56606 -0.302 0.835 -0.114
H 3.64393 -3.40128 -2.30576 -0.252 -0.242 0.215
H 5.71343 -6.12062 -3.35135 0.441 0.157 -0.086
H 5.46202 -4.92917 -4.63993 -0.336 0.173 -0.134
H 4.16050 -5.46597 -3.43177 -0.451 0.110 -0.770
H 4.32984 -0.78650 -2.74260 0.605 0.130 -0.403
H 3.53269 -1.12781 -1.46510 -0.381 0.237 0.669
C 0.78326 0.57926 4.81539 -1.014 0.647 0.810
C 1.70509 1.79216 4.93336 1.816 -0.551 -0.884
C 2.51543 1.96604 6.24864 -2.706 0.781 0.923
O 1.59550 2.65089 7.08681 -1.319 0.649 -0.434
C 1.90284 2.68990 8.42723 0.396 -1.197 1.029
N 2.76477 1.66135 3.94531 1.654 0.008 -0.605
H -0.12338 0.67192 5.41332 -0.070 0.277 0.222
H 1.19866 -0.37824 5.12962 0.503 0.123 -0.330
H 0.41344 0.55912 3.79024 0.219 -0.328 -0.133
H 1.23596 2.71992 4.60585 -0.672 -0.019 0.939
H 3.39165 2.61437 6.25232 0.430 -0.382 -0.890
H 2.70019 0.99880 6.71599 0.463 -0.318 -0.222
H 1.07407 2.94603 9.08725 -0.270 0.731 -0.606
H 2.77927 3.29893 8.64870 0.114 0.139 0.100
H 2.07045 1.66270 8.75106 0.656 -0.316 0.266
H 2.63364 1.05476 3.14846 -0.491 -0.128 0.137
H 3.59738 1.34290 4.42014 0.279 -0.106 -0.374
C 1.76197 5.85208 0.24619 0.304 1.940 3.347
C 0.86176 4.95886 -0.48878 1.532 0.376 -2.222
C -0.08271 5.82691 -1.33248 -0.565 -0.348 1.394
O -0.95800 5.02381 -2.06741 -0.340 -0.869 -1.251
C -2.14416 5.71615 -2.45826 0.322 0.555 0.529
N 1.78613 4.34347 -1.46651 0.290 -2.000 -1.160
H 1.20595 6.51851 0.90560 -0.316 0.335 -0.005
H 2.42461 6.51841 -0.30608 -0.244 -0.195 -0.597
H 2.39547 5.38287 0.99893 0.147 -0.639 -0.326
H 0.50462 4.12761 0.11914 -0.837 0.461 -0.061
H 0.48744 6.51962 -1.95150 0.348 -0.188 -0.347
H -0.65547 6.48700 -0.68108 -0.224 -0.031 0.336
H -2.73496 5.18149 -3.20203 0.214 -0.367 0.300
H -1.89804 6.68739 -2.88746 0.119 0.116 -0.122
H -2.70160 5.90282 -1.54037 -0.470 -0.025 -0.163
H 2.38526 3.69630 -0.97426 -0.182 -0.709 0.377
H 2.50904 5.01126 -1.69360 -0.265 0.596 -0.611
C -4.57107 0.64779 1.19131 -1.577 -0.940 1.161
C -4.81733 1.14647 -0.21785 0.137 0.860 0.382
C -5.97202 2.19041 -0.42488 1.649 -0.716 -1.912
O -7.08656 1.84604 0.23097 -2.771 -0.993 1.987
C -8.24675 2.62409 -0.02085 -0.760 -0.476 1.017
N -3.57054 1.74548 -0.66707 0.931 0.373 -0.931
H -4.23641 1.38896 1.91710 0.298 0.329 -0.378
H -3.93958 -0.23762 1.26459 0.586 0.263 -0.484
H -5.46601 0.24824 1.66831 -0.512 0.162 -0.182
H -4.90132 0.31735 -0.92042 -0.798 -0.207 0.275
H -6.24256 2.13582 -1.47936 0.558 0.318 -0.661
H -5.64269 3.21223 -0.23639 0.301 0.269 0.387
H -8.14945 3.59499 0.46494 0.173 0.505 -0.884
H -9.13427 2.23520 0.47832 0.507 -0.758 0.974
H -8.71404 2.53158 -1.00124 1.166 0.747 -0.878
H -2.89434 1.02244 -0.46692 0.561 -0.088 -0.236
H -3.27764 2.49596 -0.05790 -0.206 0.322 0.232
C -1.86219 -4.70619 -1.58505 -1.092 -0.871 -0.611
C -1.06488 -5.15550 -2.83498 -1.613 0.386 2.280
C -1.76572 -6.14846 -3.79906 -0.101 0.606 0.445
O -1.27035 -7.44938 -3.70260 0.788 -2.363 -0.398
C -1.66519 -8.38033 -2.66401 0.100 1.763 0.820
N -0.67756 -3.86252 -3.43284 0.861 -1.453 -0.600
H -2.29771 -5.57047 -1.08361 0.166 -0.031 0.285
H -2.71892 -4.10737 -1.89412 0.002 0.247 -0.030
H -1.25719 -4.12647 -0.88791 0.090 -0.111 -0.046
H -0.28193 -5.73241 -2.34278 0.866 0.023 -0.665
H -1.53961 -5.83261 -4.81749 0.050 -0.014 -0.090
H -2.85241 -6.14309 -3.71433 -0.232 0.193 0.250
H -1.50834 -7.81750 -1.74383 -0.696 -0.121 0.489
H -1.03762 -9.25169 -2.47699 0.676 0.226 -1.192
H -2.66939 -8.79717 -2.74097 -0.286 0.547 -0.255
H 0.14684 -4.17575 -3.92514 0.467 0.705 -0.844
H -0.29512 -3.33305 -2.66245 0.002 0.381 0.198
```
Forces are in eV/Å.

---

Entry 3:
This record from the Open Molecules 2025 dataset describes the molecule CH6P2S at a distorted geometry. The level of theory is ωB97M-V with the def2-TZVPD basis set.

## Properties
**Energy above the lowest of the compared OMol25 structures with the same formula, charge and spin**: 2.714 eV
**Gap between HOMO and LUMO**: 8.677 eV
**SMILES**: C=[PH2][PH2]=S
**Electronic energy**: -30543.6840 eV
**E_HOMO**: -8.6 eV

```
10
Properties=species:S:1:pos:R:3:forces:R:3
C 0.18269 -0.51770 -1.74345 -2.776 -0.173 -0.747
P -0.74012 -0.15538 -0.38991 0.721 0.750 2.146
P 0.64031 0.24169 1.32453 0.171 -0.116 0.560
S 2.20372 -0.89787 1.74153 -1.012 1.057 -0.287
H -0.60445 -0.64558 -2.54020 1.117 -0.279 0.315
H 1.08676 -0.06401 -2.07358 0.498 0.502 0.192
H -1.37357 1.05361 0.40479 -0.101 -0.947 -1.525
H -1.70490 -1.19611 -0.14326 0.497 0.780 -0.196
H 0.66323 1.68757 1.08710 0.598 -0.921 -0.242
H -0.35368 0.49377 2.33245 0.288 -0.654 -0.215
```
Forces are in eV/Å.

---

Entry 4:
This record from the Open Molecules 2025 dataset describes a structure of composition C19H28Cl2N5OTc. The level of theory is ωB97M-V with the def2-TZVPD basis set.

## Properties
**Gap between HOMO and LUMO (spin up / spin down)**: 7.538 / 6.306 eV
**Electronic energy**: -56874.3183 eV
**2S+1**: 4
**Charge**: +3
**E_HOMO (spin up / spin down)**: -17.4 / -18.0 eV

```
56
Properties=species:S:1:pos:R:3:forces:R:3
Tc -0.02754 -0.07864 -0.09043 0.214 0.103 0.428
C 0.01961 3.14863 -0.34922 0.073 -0.166 0.075
C 1.23277 2.60040 -1.10516 -0.173 0.192 0.013
N 1.62104 1.18806 -0.74852 -0.134 -0.176 -0.085
C 2.75214 1.12728 0.24338 0.035 -0.117 0.132
C 2.52766 0.12149 1.38658 0.044 0.206 -0.093
N 1.61299 -0.97925 0.97129 -0.001 -0.025 -0.026
C 1.29770 -1.92969 2.08989 -0.155 -0.041 0.203
C 0.01310 -1.60899 2.84705 -0.017 -0.002 -0.212
C -1.27908 -1.94646 2.10064 0.121 0.005 0.186
N -1.65587 -1.03047 0.97870 0.003 -0.117 -0.249
C -2.53749 0.10779 1.37675 0.026 0.197 0.068
C -1.75785 1.22545 2.06329 -0.209 -0.142 -0.035
N -0.38878 1.41457 1.46538 0.134 -0.184 -0.184
C -0.02705 2.84736 1.14253 0.016 0.213 -0.186
H -0.90655 2.80915 -0.81116 -0.030 0.040 -0.026
H 0.04261 4.23284 -0.46885 -0.029 0.009 0.013
H 2.09990 3.24029 -0.93915 0.029 -0.039 -0.015
H 1.01585 2.63249 -2.17245 0.039 -0.076 -0.002
H 1.97348 0.77863 -1.60933 0.044 0.074 -0.012
H 2.89553 2.11391 0.67765 0.033 0.016 -0.034
H 3.67281 0.89004 -0.28916 -0.031 -0.023 -0.043
H 2.10557 0.60462 2.26784 -0.019 -0.037 0.002
H 3.48825 -0.29246 1.69672 -0.018 -0.014 0.051
H 2.15012 -1.52320 0.29665 -0.023 0.030 -0.038
H 2.14094 -1.94674 2.78212 0.039 0.014 -0.052
H 1.21155 -2.93075 1.66385 0.042 0.013 -0.047
H 0.01401 -0.58375 3.22463 0.007 -0.026 0.061
H 0.01960 -2.23743 3.73966 0.004 0.023 0.030
H -2.10592 -1.97878 2.81248 -0.028 0.004 -0.039
H -1.18026 -2.94891 1.68083 -0.039 0.002 -0.024
H -2.22069 -1.58910 0.34166 -0.001 0.007 0.010
H -3.33389 -0.23700 2.03858 0.006 -0.052 -0.022
H -2.99805 0.48559 0.46590 0.002 -0.025 -0.003
H -1.64957 1.02312 3.12848 0.056 0.039 0.000
H -2.33045 2.14609 1.97108 0.050 0.035 0.004
H 0.25250 1.15199 2.20647 -0.025 -0.032 -0.006
H 0.93088 3.07172 1.61421 -0.004 -0.059 0.038
H -0.76288 3.50025 1.60864 0.001 -0.053 0.082
Cl -3.44953 1.89252 -3.18231 0.048 -0.072 -0.013
C -2.51786 0.51415 -3.49601 -0.040 0.064 0.055
C -2.63183 -0.17973 -4.68955 -0.088 0.061 -0.070
C -1.87027 -1.31262 -4.94568 -0.035 0.009 -0.051
Cl -2.05486 -2.12244 -6.41170 0.015 0.042 0.081
C -0.92423 -1.80415 -3.97243 0.121 -0.059 0.138
C -0.11986 -2.94088 -4.13710 -0.032 0.006 -0.050
C 0.73457 -3.31146 -3.11949 -0.016 0.007 -0.003
C 0.79160 -2.54718 -1.95919 -0.015 -0.008 0.001
N 0.05227 -1.45002 -1.77535 0.027 0.059 0.153
C -0.80461 -1.09499 -2.77236 -0.060 0.020 -0.092
C -1.60211 0.06858 -2.50174 0.128 -0.165 -0.021
O -1.44000 0.63674 -1.36979 -0.162 0.242 -0.081
H -3.33317 0.17032 -5.43650 0.010 -0.019 -0.008
H -0.17530 -3.52117 -5.04931 0.003 -0.002 0.006
H 1.35958 -4.18890 -3.21010 0.004 0.002 0.006
H 1.45078 -2.84620 -1.15424 0.008 -0.002 -0.015
```
Forces are in eV/Å.

---

Entry 5:
This record from the Open Molecules 2025 dataset describes a cluster of 2 separate species, C4H12 in total at a distorted geometry. The level of theory is ωB97M-V with the def2-TZVPD basis set.

## Properties
**Energy above the lowest of the compared OMol25 structures with the same formula, charge and spin**: 1.276 eV
**Gap between HOMO and LUMO**: 12.795 eV
**SMILES**: CC.CC
**Electronic energy**: -4341.2520 eV
**E_HOMO**: -11.6 eV

```
16
Properties=species:S:1:pos:R:3:forces:R:3
C 0.00896 -0.93212 -1.36739 2.727 -0.902 -1.771
C 0.99224 -0.36180 -2.47340 -1.795 -2.637 -2.529
H -0.34364 -0.19990 -0.72677 0.113 1.617 1.669
H -0.90660 -1.16114 -1.83810 -0.860 -1.464 -0.640
H 0.57039 -1.76615 -0.84334 -1.332 0.875 -0.440
H 0.42664 -0.04135 -3.51061 1.505 -0.968 2.632
H 1.85321 -1.08921 -2.68191 -1.595 0.614 -0.149
H 1.51476 0.43989 -2.14007 1.243 2.843 1.069
C -0.52685 1.37248 1.71251 0.080 1.005 4.409
C -0.51751 -0.08263 2.12016 0.389 -0.882 0.336
H 0.27389 1.94626 2.33084 -1.353 -0.781 -1.236
H -0.30188 1.43208 0.73748 0.692 0.803 -3.594
H -1.50728 1.84377 1.94357 0.692 -0.183 -0.350
H -0.18142 -0.80000 1.34467 -0.075 0.635 0.356
H -1.50325 -0.40707 2.41585 -0.300 -0.215 0.200
H 0.14834 -0.19311 2.97650 -0.131 -0.362 0.038
```
Forces are in eV/Å.

---

Entry 6:
This record from the Open Molecules 2025 dataset describes a structure of composition C10H15O9Tl at a distorted geometry. The level of theory is ωB97M-V with the def2-TZVPD basis set.

## Properties
**Gap between HOMO and LUMO**: 2.815 eV
**Electronic energy**: -33724.2309 eV
**E_HOMO**: -7.3 eV

```
35
Properties=species:S:1:pos:R:3:forces:R:3
Tl 0.21543 0.13175 0.84126 0.873 0.461 -0.563
C -0.44064 -2.16608 -3.67947 1.096 3.327 2.130
C -0.08041 -0.79988 -3.18276 -0.027 1.253 2.973
C 0.43123 0.25382 -4.30508 0.344 2.262 2.699
O 0.86826 1.38953 -3.96932 -1.316 -3.425 -0.933
C 0.30708 -0.15134 -5.66854 1.467 3.451 2.408
C -0.08898 -1.36691 -6.04903 -2.252 -3.341 -4.741
C -0.45354 -2.42887 -5.03615 1.778 -5.472 -1.921
O -0.36911 -3.70413 -5.32515 -0.878 4.439 0.157
O -0.18715 -1.56155 -7.30570 0.187 -0.501 2.646
O -0.12455 -0.43362 -1.93458 0.082 -1.737 -5.150
H -0.44137 -2.98687 -2.97754 -0.442 -0.036 0.053
H 0.60564 0.60677 -6.37742 -0.088 -0.152 -0.330
O 2.01545 1.72077 -0.66544 -0.022 -0.671 0.419
H 2.92165 1.51124 -0.96449 -0.647 0.066 0.167
C -3.19826 0.66691 2.82070 0.575 -2.019 -0.995
C -3.58645 1.02740 1.35127 -0.546 0.954 1.399
O -2.91087 0.31827 0.33161 0.382 -0.570 0.559
O -1.80541 0.69241 2.89438 1.921 0.836 0.118
H -3.38244 -0.39517 2.98240 -0.963 -0.201 -0.106
H -3.55591 1.16914 3.71956 -1.026 0.656 -0.834
H -3.30678 2.07201 1.21460 -0.555 0.305 0.151
H -4.65537 0.83718 1.25479 -0.199 0.402 -0.037
H -2.85297 0.93862 -0.39874 0.141 -0.182 -0.206
H -1.53171 1.06594 3.73531 0.027 -0.127 -0.119
C 3.25267 0.29686 3.35792 -0.438 -0.187 0.587
C 2.13673 -0.09511 4.37381 1.446 -0.182 0.220
O 0.82490 0.26373 3.99533 -0.098 -0.358 -0.411
O 2.88154 -0.17401 2.05966 0.155 0.306 0.762
H 4.22096 -0.12525 3.62689 -0.136 -0.734 0.459
H 3.51945 1.35208 3.41653 -0.780 0.515 -0.506
H 2.38922 0.22877 5.38349 0.081 0.795 -0.043
H 2.21699 -1.16789 4.54930 -0.582 -0.309 -0.699
H 0.50249 1.06423 4.41585 0.618 0.091 0.167
H 3.66224 -0.05075 1.51475 -0.176 0.083 -0.481
```
Forces are in eV/Å.